(1)
Here is a 3-piece molecular cluster, C3H12O2S overall in a non-equilibrium geometry from the Open Molecules 2025 dataset. Energies are from wB97M-V/def2-TZVPD.

```
18
Properties=species:S:1:pos:R:3:forces:R:3:lowdin_charge:R:1
C 3.042739 1.190304 -1.169200 -1.8 0.7 -0.7 -0.167
C 2.162172 -0.089358 -0.962358 1.6 0.5 -0.2 -0.574
S 0.382521 0.160432 -0.985395 0.2 0.3 -0.1 0.794
C -0.269278 -0.837309 -2.331052 -1.0 0.6 -0.1 -0.431
H 3.198328 1.368857 -2.243420 0.5 -0.4 0.3 0.066
H 2.467779 2.103627 -0.938120 0.2 -0.4 0.5 0.054
H 3.947783 1.186337 -0.573362 0.2 -0.1 -0.2 0.060
H 2.546675 -0.793335 -1.718939 -0.7 -0.2 0.4 0.077
H 2.395790 -0.466326 0.026216 0.1 -0.3 0.1 0.044
H 0.394052 -1.044231 -3.162942 0.3 0.0 0.1 0.039
H -1.085428 -0.210094 -2.704409 0.1 -0.1 -0.3 0.020
H -0.776706 -1.714713 -1.956816 0.3 -0.5 0.0 0.018
O -0.243324 -3.827749 5.274132 0.6 -0.1 0.1 -0.056
H -1.186923 -3.712307 5.352264 -0.4 0.1 -0.2 0.024
H -0.005431 -3.679360 4.354134 -0.2 0.0 0.0 0.032
O -5.788906 3.152755 1.108104 -0.5 -0.7 -0.3 -0.056
H -4.857717 3.314100 1.247054 0.1 0.5 0.2 0.027
H -6.324125 3.898370 1.384106 0.4 0.2 0.1 0.030
```
Forces are in eV/Å.

Values from the calculation:
LUMO energy   0.025 Ha
E_tot   -670.12985 hartree
ΔE to the lowest compared entry with this formula, charge and spin   21.23 kcal per mole
HOMO-LUMO gap   9.137 eV
Structure (SMILES)   CCSC.O.O

(2)
Here is a 3-piece molecular cluster, C3H12O2S overall in a non-equilibrium geometry from the Open Molecules 2025 dataset. Energies are from wB97M-V/def2-TZVPD.

```
18
Properties=species:S:1:pos:R:3:forces:R:3:lowdin_charge:R:1
C 0.045092 0.474668 -1.927036 1.2 0.5 0.7 -0.112
C -0.809213 -0.647341 -1.362041 -0.1 -0.8 -0.6 -0.339
C -0.042360 -1.733602 -0.555219 -0.1 0.8 0.1 -0.529
S -0.891959 -1.896250 1.070856 0.3 -0.2 0.1 0.686
H -0.287769 0.867110 -2.882010 -0.2 -0.1 -0.1 0.069
H 1.095012 0.172705 -2.024219 -0.2 -0.4 -0.5 0.071
H 0.196567 1.320996 -1.249348 -0.6 0.0 0.1 0.063
H -1.661317 -0.279518 -0.792843 0.0 0.1 0.0 0.072
H -1.230147 -1.195078 -2.209863 -0.2 0.2 0.0 0.097
H 1.000812 -1.428414 -0.486950 0.0 -0.1 0.5 0.066
H -0.070933 -2.664352 -1.110676 0.0 -0.2 0.2 0.058
H 0.075718 -2.228472 1.968961 -0.1 0.0 -0.7 -0.143
O -0.559996 1.118156 2.770139 0.0 1.9 -0.9 -0.071
H -0.736894 0.272752 3.138145 -0.5 -1.1 0.2 -0.015
H -1.287442 1.355452 2.161996 0.5 -0.6 0.6 0.050
O 2.039198 2.421668 1.052205 -1.1 0.3 0.1 -0.066
H 2.011862 1.471862 1.123502 0.4 -0.7 0.0 0.012
H 1.113777 2.597656 1.314398 0.6 0.3 -0.1 0.029
```
Forces are in eV/Å.

Values from the calculation:
LUMO energy   0.019 Ha
E_tot   -670.13653 hartree
ΔE to the lowest compared entry with this formula, charge and spin   17.03 kcal per mole
HOMO-LUMO gap   9.852 eV
Structure (SMILES)   CCCS.O.O

(3)
Here is a 3-piece molecular cluster, C3H12O2S2 overall in a non-equilibrium geometry from the Open Molecules 2025 dataset. Energies are from wB97M-V/def2-TZVPD.

```
19
Properties=species:S:1:pos:R:3:forces:R:3:lowdin_spin:R:1
C 0.175179 -1.171917 0.771476 0.0 -0.7 -0.3 0.004
C 0.774939 -1.726716 -0.530753 -0.2 0.4 -0.2 0.001
C -0.973343 -0.213185 0.504016 -0.9 0.8 -0.5 0.048
S -1.767343 0.206049 2.096602 -0.3 1.3 -0.2 0.533
S -2.710758 2.019613 1.845473 0.3 -1.3 1.8 0.368
H -0.174923 -2.064172 1.291896 -0.2 0.2 0.4 0.000
H 0.887699 -0.647050 1.408489 0.2 -0.1 -0.1 0.001
H -0.058703 -2.133105 -1.107125 0.2 0.1 -0.3 0.000
H 1.464417 -2.553728 -0.399096 0.0 0.0 0.5 0.000
H 1.319459 -0.977069 -1.104427 -0.2 0.1 -0.1 0.000
H -0.696832 0.699714 -0.036028 0.5 0.1 0.5 0.006
H -1.846476 -0.511962 -0.089419 0.3 -0.9 0.0 0.016
H -2.533413 2.143154 0.569982 0.3 0.1 -1.6 0.019
H 1.694479 4.175402 -5.228480 0.4 0.3 0.1 0.000
H 0.872504 3.290859 -6.059927 -0.1 -0.2 -0.5 0.000
O 1.674481 3.815465 -6.119176 -0.3 -0.1 0.4 0.000
H 0.486341 -0.887747 3.558767 -0.1 0.2 0.3 0.003
H 1.100704 -2.031591 4.290163 -1.1 0.5 0.5 0.000
O 0.311587 -1.432005 4.337563 1.2 -0.7 -0.7 0.002
```
Forces are in eV/Å.

Values from the calculation:
LUMO energy (alpha / beta)   -0.185 / -0.299 Ha
E_tot   -1068.01972 hartree
ΔE to the lowest compared entry with this formula, charge and spin   17.21 kcal per mole
HOMO-LUMO gap (alpha / beta)   8.333 / 5.251 eV
Multiplicity   2
Charge   +1

(4)
Here is a 3-piece molecular cluster, C3H12O3 overall in a non-equilibrium geometry from the Open Molecules 2025 dataset. Energies are from wB97M-V/def2-TZVPD.

```
18
Properties=species:S:1:pos:R:3:forces:R:3:lowdin_charge:R:1
C -30.304305 44.647792 -13.603679 -0.7 -0.1 0.0 -0.175
O -29.554429 45.430498 -12.697065 0.1 0.2 -0.1 -0.117
H -29.943715 43.617202 -13.638547 0.1 0.0 -0.3 0.069
H -31.375424 44.595181 -13.358311 0.1 0.0 0.3 0.076
H -30.300940 45.136426 -14.577474 0.5 -0.1 0.0 0.078
H -29.405912 44.921214 -11.897230 -0.1 0.0 0.0 0.073
C -27.041078 42.905432 -16.720877 0.4 -0.9 0.1 -0.165
O -26.273577 44.072009 -16.490174 -0.7 0.0 0.2 -0.104
H -26.480161 42.029146 -16.367469 0.0 -0.1 -0.4 0.085
H -28.011999 42.817419 -16.217659 0.0 0.8 0.2 0.049
H -27.250548 42.813195 -17.783701 0.2 0.1 -0.1 0.084
H -26.233796 44.198406 -15.535595 0.1 0.1 -0.1 0.079
C -30.939425 40.870350 -16.436795 0.5 0.3 -0.9 -0.163
O -29.986377 40.904059 -15.387661 -0.2 -0.1 0.1 -0.126
H -31.737668 40.171178 -16.213457 -0.1 0.1 0.4 0.077
H -31.314061 41.874372 -16.662908 -0.4 -0.1 0.3 0.077
H -30.487265 40.533509 -17.381863 0.0 -0.1 0.2 0.076
H -29.335039 41.574160 -15.614238 0.0 -0.1 0.1 0.026
```
Forces are in eV/Å.

Values from the calculation:
LUMO energy   0.021 Ha
E_tot   -347.14711 hartree
ΔE to the lowest compared entry with this formula, charge and spin   38.57 kcal per mole
HOMO-LUMO gap   11.034 eV
Structure (SMILES)   CO.CO.CO

(5)
Here is a 3-piece molecular cluster, C3H12O3 overall in a non-equilibrium geometry from the Open Molecules 2025 dataset. Energies are from wB97M-V/def2-TZVPD.

```
18
Properties=species:S:1:pos:R:3:forces:R:3:lowdin_charge:R:1
C 0.049188 0.106431 1.047580 -1.1 0.3 0.2 -0.073
C 0.384906 -0.187244 -0.418652 0.2 -1.2 1.2 -0.486
C 1.479023 -1.261588 -0.541608 1.8 1.4 -0.9 -0.068
O -0.759817 -0.748088 -1.066235 0.1 0.6 -0.3 -0.064
H -0.944592 0.608966 1.106118 0.5 -0.3 -0.2 0.078
H -0.069225 -0.832988 1.621838 0.3 0.5 -0.2 0.088
H 0.736669 0.805196 1.541178 0.2 -0.5 -0.1 0.073
H 0.735388 0.717558 -0.906245 -0.1 0.2 -0.2 0.129
H 2.350401 -1.157629 0.134230 -0.9 -0.1 0.5 0.079
H 1.109916 -2.279787 -0.555094 -0.2 0.0 0.1 0.075
H 2.036387 -1.015930 -1.471742 -0.7 -0.7 -0.1 0.074
H -1.178042 -0.061455 -1.602281 0.0 -0.2 0.0 0.061
O -0.100613 1.635088 4.464663 0.0 0.0 0.1 -0.056
H -0.360763 1.526102 5.380600 0.2 -0.1 0.3 0.029
H -0.925514 1.896110 4.054476 -0.2 0.1 -0.4 0.027
O -1.610126 0.117787 -3.867916 0.1 0.0 -0.2 -0.044
H -0.864395 -0.323748 -4.282087 0.3 -0.2 0.3 0.043
H -2.068790 0.455218 -4.638823 -0.4 0.3 0.0 0.037
```
Forces are in eV/Å.

Values from the calculation:
LUMO energy   0.024 Ha
E_tot   -347.19536 hartree
ΔE to the lowest compared entry with this formula, charge and spin   8.29 kcal per mole
HOMO-LUMO gap   10.500 eV
Structure (SMILES)   CC(C)O.O.O

(6)
Here is a 3-piece molecular cluster, C3H12O3S overall in a non-equilibrium geometry from the Open Molecules 2025 dataset. Energies are from wB97M-V/def2-TZVPD.

```
19
Properties=species:S:1:pos:R:3:forces:R:3:lowdin_charge:R:1
O 1.631843 -0.091289 -0.442831 0.0 0.4 -0.3 -0.096
C 0.855930 -0.055270 -1.640628 0.1 -0.2 0.4 -0.248
C -0.616231 -0.300466 -1.344006 0.0 0.5 -1.1 -0.283
C -1.250951 0.826246 -0.529116 0.4 -0.9 0.5 -0.558
S -2.966224 0.391843 -0.070817 -0.1 0.2 -0.3 0.703
H 1.298727 -0.825248 0.080838 0.0 -0.4 0.3 0.045
H 1.221673 -0.812982 -2.337358 0.0 0.0 -0.1 0.115
H 1.041021 0.920205 -2.087303 -0.1 0.1 -0.1 0.119
H -0.735835 -1.312838 -0.964603 -0.1 0.1 0.5 0.097
H -1.140216 -0.295617 -2.310862 0.1 -0.1 0.0 0.112
H -0.748242 0.971427 0.424796 0.2 0.1 -0.1 0.049
H -1.140472 1.733703 -1.118021 -0.5 0.2 0.1 0.078
H -2.812052 0.482020 1.253682 0.0 0.1 0.0 -0.161
O 0.148687 -1.617489 1.560362 -0.4 -0.6 -0.2 -0.040
H -0.753253 -1.946101 1.675542 0.2 0.0 -0.1 0.059
H 0.156305 -0.777896 2.011640 0.3 0.5 0.5 0.010
O 1.690025 0.739496 2.222376 -0.3 0.3 -0.1 -0.056
H 2.587667 1.053959 2.332366 0.2 0.0 0.3 0.046
H 1.531597 0.916296 1.283952 0.0 -0.2 -0.2 0.009
```
Forces are in eV/Å.

Values from the calculation:
LUMO energy   0.022 Ha
E_tot   -745.39707 hartree
ΔE to the lowest compared entry with this formula, charge and spin   2.23 kcal per mole
HOMO-LUMO gap   9.884 eV
Structure (SMILES)   OCCCS.O.O